# 1
Entry from OMol25: a structure of composition C28H38BeBrClN4O3 at a distorted geometry (ωB97M-V/def2-TZVPD).

```
76
Properties=species:S:1:pos:R:3:lowdin_charge:R:1
C 3.25 -3.58 -1.18 0.11
C 2.08 -3.76 -1.40 -0.09
C 0.61 -4.04 -1.23 -0.05
C -0.21 -2.83 -0.82 -0.15
N 0.12 -1.81 0.00 0.09
C 1.42 -1.64 0.67 -0.10
C 1.44 -0.82 1.99 -0.09
C 2.32 0.47 1.84 -0.14
C 1.55 1.80 1.64 -0.17
C 1.31 2.20 0.16 -0.17
C 2.49 2.96 -0.53 -0.23
C 3.22 2.07 -1.53 -0.21
C 2.37 1.57 -2.73 -0.24
C 3.27 1.51 -3.99 -0.08
C -0.99 -0.96 0.02 -0.26
N -1.15 0.26 0.71 0.17
C -1.93 0.19 1.67 -0.28
O -2.62 0.00 2.56 0.28
C -1.95 -1.51 -0.79 -0.53
Br -3.59 -0.62 -1.06 0.94
N -1.45 -2.70 -1.30 0.05
C -2.15 -3.59 -2.25 -0.31
C -3.66 -3.80 -1.95 -0.08
C -1.93 -3.11 -3.72 -0.18
C -2.55 -4.12 -4.73 -0.07
H 4.26 -3.22 -1.16 0.04
H 0.46 -4.85 -0.50 0.16
H 0.29 -4.43 -2.21 0.12
H 1.80 -2.65 0.87 0.13
H 2.12 -1.23 -0.13 0.04
H 1.96 -1.45 2.72 0.13
H 0.45 -0.62 2.41 0.11
H 3.07 0.40 0.99 0.01
H 2.95 0.57 2.75 0.14
H 2.13 2.61 2.14 0.08
H 0.60 1.73 2.19 0.11
H 0.39 2.81 0.15 0.12
H 1.03 1.27 -0.39 0.09
H 2.03 3.76 -1.14 0.14
H 3.18 3.43 0.22 -0.06
H 4.10 2.63 -1.89 0.13
H 3.62 1.13 -0.98 0.00
H 2.03 0.52 -2.55 0.09
H 1.45 2.15 -2.88 0.12
H 3.93 0.63 -3.89 0.08
H 3.89 2.42 -4.02 0.08
H 2.69 1.38 -4.91 0.09
H -1.69 -4.60 -2.22 0.14
H -4.03 -4.74 -2.35 0.08
H -4.22 -3.00 -2.47 0.06
H -3.84 -3.70 -0.87 0.08
H -2.27 -2.08 -3.87 0.11
H -0.84 -3.17 -3.88 0.10
H -3.40 -3.68 -5.28 0.09
H -1.81 -4.43 -5.48 0.08
H -2.90 -5.04 -4.24 0.08
C -7.68 -2.88 -0.15 -0.06
C -7.05 -4.08 -0.70 -0.27
N -6.55 -5.02 -1.13 0.14
H -8.59 -2.65 -0.71 0.09
H -7.95 -3.04 0.89 0.09
H -7.00 -2.03 -0.22 0.07
Cl 4.45 4.95 0.45 0.04
Be 3.71 -0.25 -0.32 0.82
C 1.80 6.47 5.94 0.04
C 2.34 5.80 4.93 0.03
C 1.56 4.81 4.16 -0.36
O 2.06 4.19 3.23 0.04
C 0.15 4.59 4.55 0.01
C -0.40 5.26 5.56 0.04
C 0.38 6.25 6.34 -0.38
O -0.12 6.86 7.25 0.14
H 2.35 7.20 6.52 0.13
H 3.37 5.94 4.63 0.13
H -0.41 3.86 3.97 0.11
H -1.43 5.11 5.86 0.13
```

Calculated values
- charge = +2
- HOMO level (eV) = -13.0
- orbital gap (Ha) = 0.1067



# 2
Entry from OMol25: a structure of composition C28H38BrN6O8S2Sr at a distorted geometry (ωB97M-V/def2-TZVPD).

```
84
Properties=species:S:1:pos:R:3:lowdin_charge:R:1
Sr 0.68 -1.56 -0.78 1.38
O -0.04 -4.08 -0.16 -0.13
C 0.28 -4.80 0.98 -0.23
C -0.39 -4.38 2.31 -0.19
N -0.30 -3.05 2.61 -0.17
C -1.54 -2.34 2.76 -0.08
C -2.18 -1.71 1.49 -0.41
O -3.54 -1.75 1.48 0.00
O -1.56 -1.30 0.48 -0.10
C 0.89 -2.40 3.09 -0.09
C 1.01 -0.94 2.53 -0.63
O 0.54 0.09 3.09 -0.04
O 1.71 -0.82 1.48 -0.19
H -0.70 -4.56 -0.69 0.11
H 1.34 -4.71 1.12 0.11
H -0.02 -5.84 0.83 0.12
H 0.06 -5.07 3.04 0.12
H -1.40 -4.67 2.16 0.11
H -1.44 -1.52 3.45 0.12
H -2.28 -2.98 3.23 0.12
H 1.83 -2.86 2.82 0.12
H 0.92 -2.41 4.23 0.13
C -2.68 3.22 1.14 -0.11
C -2.02 4.60 1.09 -0.26
C -0.70 4.50 0.32 -0.26
N 0.32 3.75 0.98 0.02
C 0.88 2.65 0.41 -0.78
S 0.40 1.97 -1.03 0.70
N 1.90 2.05 1.17 0.05
C 3.25 2.51 1.12 -0.38
O 4.06 1.90 0.44 0.12
C 3.57 3.67 1.94 -0.15
C 2.93 3.77 3.13 -0.05
C 3.32 4.65 4.11 -0.07
C 4.33 5.51 3.76 -0.09
C 5.02 5.42 2.55 -0.09
C 4.69 4.48 1.65 -0.02
H -3.21 3.00 2.06 0.06
H -1.87 2.45 0.98 0.07
H -3.46 3.13 0.35 0.07
H -1.89 5.02 2.11 0.10
H -2.77 5.32 0.64 0.11
H -0.41 5.59 0.17 0.12
H -0.84 4.04 -0.70 0.07
H 0.54 3.94 1.96 0.14
H 1.83 1.00 1.13 0.09
H 2.13 3.08 3.34 0.12
H 2.72 4.83 5.02 0.12
H 4.64 6.22 4.49 0.09
H 5.87 6.04 2.37 0.10
H 5.32 4.26 0.77 0.14
C -6.48 -2.71 -3.22 -0.10
C -5.17 -2.32 -3.99 -0.24
N -3.94 -2.64 -3.30 -0.04
C -2.99 -1.77 -2.73 -0.79
S -1.32 -1.92 -3.16 0.53
N -3.34 -0.91 -1.77 -0.02
C -4.39 -0.99 -0.85 -0.34
C -5.31 0.17 -0.75 -0.14
H -7.42 -2.43 -3.77 0.07
H -6.47 -2.26 -2.23 0.04
H -6.53 -3.78 -3.14 0.05
H -5.27 -1.27 -4.16 0.10
H -5.17 -2.84 -4.99 0.12
H -3.54 -3.53 -3.51 0.09
H -2.58 -0.29 -1.56 0.10
H -3.82 -1.32 0.51 0.03
H -4.98 -1.95 -0.77 0.11
H -5.54 0.45 0.32 0.07
H -6.32 0.04 -1.19 0.05
H -4.93 1.12 -1.13 0.05
Br 6.20 -0.89 -6.50 0.72
C 5.78 -1.01 -4.68 -0.69
C 6.76 -0.71 -3.70 -0.15
N 6.50 -1.09 -2.42 0.06
C 5.38 -1.66 -2.13 -0.08
C 4.25 -1.55 -3.01 -0.11
C 4.43 -1.21 -4.34 -0.03
C 2.96 -1.77 -2.38 -0.67
O 2.90 -2.49 -1.37 -0.13
O 1.87 -1.28 -2.88 -0.22
H 7.75 -0.52 -3.97 0.07
H 5.26 -2.17 -1.18 0.12
H 3.70 -1.41 -5.11 0.12
```

Calculated values
- relative energy (zero: lowest compared OMol25 entry of this formula, charge and spin) (kJ/mol) = 413.42
- charge = -1
- HOMO level (eV) = -3.6
- orbital gap (Ha) = 0.2183



# 3
Entry from OMol25: a structure of composition C28H38GeMnN3O4SSeSi at a distorted geometry (ωB97M-V/def2-TZVPD).

```
78
Properties=species:S:1:pos:R:3:lowdin_charge:R:1
Mn -6.75 12.75 13.10 0.63
C -13.24 11.48 16.08 -0.17
Si -11.59 11.06 15.38 0.50
C -11.56 10.63 13.56 -0.17
C -10.83 9.81 16.53 -0.22
C -10.48 12.59 15.24 -0.19
C -10.87 13.95 15.21 -0.06
C -9.96 14.92 14.95 -0.08
C -8.71 14.58 14.58 -0.13
N -8.27 13.32 14.56 -0.06
C -9.12 12.36 14.84 -0.65
S -8.37 10.77 14.75 0.72
H -13.91 10.66 15.90 0.03
H -13.60 12.29 15.51 0.01
H -13.27 11.78 17.10 0.03
H -11.75 9.55 13.32 0.06
H -10.64 10.89 12.97 0.03
H -12.26 11.21 13.00 0.02
H -11.36 9.62 17.49 0.03
H -9.83 10.11 16.91 -0.02
H -10.74 8.77 16.03 0.07
H -11.89 14.27 15.45 0.12
H -10.19 15.96 15.03 0.11
H -7.90 15.37 14.43 0.13
O -4.38 6.88 9.58 -0.03
C -5.27 7.14 10.38 -0.70
O -6.04 6.46 11.10 -0.05
C -5.50 8.66 10.78 -0.11
C -4.41 9.35 11.35 0.02
C -4.76 10.55 12.00 -0.15
N -5.98 11.07 12.00 -0.02
C -6.98 10.49 11.28 -0.15
C -6.75 9.22 10.72 0.05
C -8.28 11.28 11.18 -0.64
O -9.25 10.77 10.66 0.06
O -8.19 12.42 11.76 -0.16
H -3.44 8.93 11.38 0.10
H -4.06 11.13 12.64 0.10
H -7.53 8.66 10.15 0.15
C -1.62 8.06 15.99 -0.12
C -2.97 8.25 15.46 -0.29
C -3.95 9.16 16.19 -0.29
C -5.23 9.41 15.44 -0.35
Ge -6.55 10.64 16.16 0.81
C -6.95 9.68 17.94 -0.31
C -6.78 10.59 19.13 -0.34
C -5.35 10.97 19.39 -0.31
C -5.36 11.85 20.61 -0.12
H -1.50 7.22 16.69 0.08
H -1.30 9.02 16.38 0.07
H -0.90 7.83 15.24 0.06
H -3.47 7.31 15.39 0.11
H -2.83 8.70 14.46 0.12
H -3.44 10.10 16.37 0.09
H -4.18 8.66 17.19 0.12
H -5.78 8.41 15.30 0.12
H -4.96 9.72 14.44 0.03
H -6.22 12.14 16.52 -0.01
H -6.24 8.82 17.93 0.06
H -7.93 9.24 17.82 0.04
H -7.23 10.00 20.03 0.14
H -7.40 11.48 19.06 0.10
H -4.98 11.54 18.48 0.08
H -4.73 10.08 19.49 0.11
H -5.83 12.72 20.27 0.04
H -4.34 12.05 20.99 0.08
H -5.92 11.41 21.48 0.08
Se -4.82 14.38 13.38 0.62
C -4.50 13.89 15.15 -0.75
C -5.37 14.38 16.10 -0.18
C -5.05 14.31 17.49 -0.14
N -4.00 13.63 17.92 0.04
C -3.23 13.08 17.00 -0.19
C -3.40 13.19 15.63 -0.12
H -6.24 14.88 15.77 0.05
H -5.69 14.77 18.19 0.09
H -2.33 12.55 17.38 0.11
H -2.55 12.93 15.05 0.09
```

Calculated values
- charge = -1
- HOMO level (alpha / beta) (eV) = -5.1 / -5.1
- spin multiplicity = 6
- orbital gap (alpha / beta) (Ha) = 0.2566 / 0.2534
- expectation value of S² = 8.757



# 4
Entry from OMol25: a cluster of 2 separate species, C28H38N2O3 in total at a distorted geometry (ωB97M-V/def2-TZVPD).

```
71
Properties=species:S:1:pos:R:3:lowdin_charge:R:1
C -3.15 2.31 -4.31 -0.09
C -3.21 1.47 -3.06 -0.24
O -2.88 2.32 -1.95 -0.04
C -3.05 1.71 -0.75 -0.48
C -2.73 2.63 0.33 -0.12
C -2.58 2.07 1.63 -0.43
O -2.53 0.86 1.90 -0.05
C -2.38 3.07 2.79 -0.14
C -0.91 3.37 3.08 -0.21
C -0.18 4.30 2.11 -0.21
C 0.01 3.81 0.66 -0.21
C -0.97 4.38 -0.36 -0.20
C -2.44 4.06 -0.01 -0.18
O -3.42 0.55 -0.65 0.03
H -3.36 1.68 -5.18 0.07
H -3.89 3.12 -4.29 0.08
H -2.17 2.79 -4.45 0.08
H -4.23 1.08 -2.91 0.12
H -2.50 0.63 -3.10 0.12
H -2.96 3.98 2.61 0.10
H -2.81 2.57 3.68 0.11
H -0.89 3.83 4.07 0.10
H -0.36 2.42 3.17 0.11
H -0.65 5.28 2.13 0.11
H 0.81 4.45 2.55 0.10
H 1.03 4.10 0.36 0.10
H -0.02 2.71 0.62 0.11
H -0.86 5.47 -0.40 0.10
H -0.73 4.00 -1.36 0.10
H -3.07 4.37 -0.87 0.11
H -2.73 4.69 0.84 0.09
C -6.84 -3.73 -3.02 -0.06
N -6.30 -4.44 -1.88 -0.23
C -6.74 -5.82 -1.83 -0.07
C -5.16 -3.98 -1.22 -0.21
C -5.24 -2.88 -0.31 0.03
C -4.09 -2.38 0.26 0.03
C -2.81 -2.97 -0.01 -0.17
C -1.70 -2.33 0.59 0.13
C -0.32 -2.64 0.51 -0.17
C 0.53 -2.10 1.52 0.01
C 1.89 -2.29 1.51 0.02
C 2.48 -3.08 0.48 -0.22
N 3.87 -3.25 0.41 -0.25
C 4.52 -4.49 0.79 -0.08
C 4.69 -2.46 -0.49 -0.07
C 1.65 -3.67 -0.50 0.01
C 0.30 -3.41 -0.52 0.00
C -2.77 -4.12 -0.85 0.01
C -3.91 -4.57 -1.49 0.01
H -6.65 -2.66 -2.95 0.10
H -6.43 -4.10 -3.98 0.09
H -7.92 -3.92 -3.04 0.08
H -6.56 -6.25 -0.83 0.09
H -7.82 -5.82 -2.03 0.09
H -6.25 -6.46 -2.58 0.08
H -6.21 -2.44 -0.08 0.13
H -4.13 -1.51 0.91 0.12
H -1.95 -1.48 1.23 0.12
H 0.07 -1.52 2.33 0.13
H 2.54 -1.86 2.28 0.13
H 4.01 -4.95 1.64 0.09
H 4.56 -5.22 -0.04 0.08
H 5.55 -4.24 1.07 0.08
H 4.28 -1.45 -0.60 0.09
H 5.69 -2.40 -0.06 0.08
H 4.77 -2.91 -1.49 0.09
H 2.14 -4.31 -1.24 0.13
H -0.28 -3.76 -1.38 0.10
H -1.85 -4.68 -1.01 0.10
H -3.88 -5.37 -2.24 0.12
```

Calculated values
- relative energy (zero: lowest compared OMol25 entry of this formula, charge and spin) (kJ/mol) = 478.48
- HOMO level (eV) = -5.6
- orbital gap (Ha) = 0.1062



# 5
Entry from OMol25: a structure of composition C28H38N7OSTa (ωB97M-V/def2-TZVPD).

```
76
Properties=species:S:1:pos:R:3:lowdin_charge:R:1
Ta -0.22 0.26 1.02 1.99
C 1.70 -0.77 -4.37 -0.06
C 2.86 -1.67 -3.96 -0.56
C 2.66 -3.07 -4.58 -0.02
C 4.18 -1.06 -4.48 -0.02
C 2.96 -1.82 -2.45 -0.11
C 3.99 -2.63 -1.91 0.04
C 4.17 -2.83 -0.56 -0.01
C 3.27 -2.20 0.30 -0.40
S 3.22 -2.24 2.02 1.34
C 1.88 -1.24 2.06 -0.52
N 1.45 -0.85 0.82 -0.12
C 2.24 -1.40 -0.21 -0.27
C 2.07 -1.20 -1.57 0.04
C 1.17 -0.75 3.23 -0.24
C 1.54 -1.04 4.53 0.03
C 0.83 -0.47 5.59 0.05
C -0.24 0.40 5.38 0.01
C -0.62 0.71 4.08 -0.03
C 0.06 0.13 3.00 -0.26
H 1.67 -0.69 -5.45 0.11
H 1.81 0.25 -3.98 0.09
H 0.73 -1.17 -4.05 0.09
H 2.59 -2.97 -5.66 0.11
H 1.74 -3.53 -4.22 0.10
H 3.49 -3.74 -4.37 0.09
H 4.12 -0.95 -5.56 0.11
H 5.04 -1.69 -4.27 0.09
H 4.36 -0.07 -4.05 0.10
H 4.69 -3.11 -2.58 0.14
H 4.97 -3.45 -0.18 0.14
H 1.28 -0.57 -1.95 0.10
H 2.37 -1.69 4.73 0.14
H 1.13 -0.71 6.60 0.15
H -0.76 0.83 6.22 0.14
H -1.45 1.39 3.92 0.12
C 2.45 3.19 1.47 0.03
N 1.46 3.88 0.64 -0.03
C 1.71 5.32 0.36 -0.08
C 1.00 5.73 -0.90 -0.12
C -0.47 5.37 -0.82 -0.08
N -0.61 3.93 -0.44 -0.03
C -1.86 3.25 -0.78 0.01
C 0.34 3.34 0.24 -0.32
O 0.12 2.02 0.56 -0.21
H 2.29 3.42 2.52 0.12
H 3.44 3.53 1.18 0.12
H 2.42 2.11 1.32 0.07
H 2.79 5.44 0.26 0.14
H 1.38 5.89 1.23 0.15
H 1.46 5.26 -1.77 0.14
H 1.09 6.81 -1.03 0.15
H -0.96 5.49 -1.78 0.15
H -1.00 5.97 -0.08 0.15
H -2.41 2.96 0.11 0.10
H -1.68 2.39 -1.43 0.10
H -2.48 3.95 -1.34 0.12
C -5.96 -1.51 1.96 -0.06
C -5.74 -2.67 1.00 -0.39
C -5.05 -3.86 1.66 -0.06
C -5.02 -2.22 -0.27 -0.04
N -3.65 -1.69 0.05 -0.01
C -2.52 -2.38 0.31 0.00
N -1.59 -1.50 0.61 -0.01
N -2.20 -0.29 0.51 -0.18
N -3.43 -0.40 0.17 0.19
H -6.58 -1.84 2.80 0.10
H -6.47 -0.67 1.49 0.09
H -5.02 -1.16 2.40 0.07
H -6.71 -3.00 0.62 0.16
H -4.10 -3.58 2.12 0.07
H -4.89 -4.69 0.97 0.10
H -5.67 -4.24 2.48 0.11
H -5.53 -1.40 -0.77 0.15
H -4.86 -3.04 -0.97 0.15
H -2.42 -3.45 0.27 0.18
```

Calculated values
- relative energy (zero: lowest compared OMol25 entry of this formula, charge and spin) (kJ/mol) = 0.00
- charge = +4
- HOMO level (eV) = -19.2
- orbital gap (Ha) = 0.1889



# 6
Entry from OMol25: a structure of composition C28H39BN14O4Zr (ωB97M-V/def2-TZVPD).

```
87
Properties=species:S:1:pos:R:3:lowdin_charge:R:1
Zr 0.50 -0.02 0.22 1.89
C 4.14 1.37 -0.18 -0.01
C 3.63 1.06 1.19 -0.29
C 4.31 1.20 2.40 0.03
C 3.39 0.90 3.37 -0.02
N 2.22 0.56 2.77 0.02
N 2.37 0.67 1.41 -0.02
B 0.78 0.48 3.24 -0.64
N 0.13 -0.81 2.64 -0.05
C -0.97 -1.46 3.11 -0.03
C -0.99 -2.72 2.60 0.04
C 0.14 -2.81 1.76 -0.31
C 0.57 -3.96 0.92 0.00
N 0.82 -1.67 1.78 -0.01
N 0.03 1.73 2.72 0.03
C -0.47 2.84 3.29 -0.03
C -0.91 3.68 2.31 0.03
C -0.66 3.02 1.10 -0.29
C -0.97 3.50 -0.28 0.00
N -0.07 1.85 1.36 -0.04
N 0.62 0.40 4.80 0.07
C 1.49 -0.27 5.71 0.05
C 0.92 -0.24 6.93 0.06
C -0.31 0.45 6.74 -0.18
C -1.36 0.78 7.70 0.03
N -0.44 0.80 5.39 0.19
H 4.71 2.30 -0.15 0.11
H 3.32 1.51 -0.87 0.05
H 4.82 0.60 -0.54 0.10
H 5.33 1.52 2.55 0.13
H 3.49 0.95 4.44 0.13
H -1.64 -0.97 3.79 0.14
H -1.73 -3.49 2.79 0.13
H 0.79 -4.81 1.56 0.11
H 1.47 -3.72 0.36 0.08
H -0.23 -4.25 0.24 0.10
H -0.48 2.97 4.36 0.12
H -1.37 4.65 2.43 0.13
H -1.67 4.33 -0.23 0.10
H -1.39 2.71 -0.89 0.07
H -0.06 3.85 -0.77 0.10
H 2.40 -0.73 5.37 0.14
H 1.30 -0.64 7.86 0.14
H -0.95 0.99 8.68 0.12
H -2.01 -0.10 7.82 0.13
H -1.99 1.60 7.34 0.11
N 2.13 -1.01 -1.36 0.03
C 1.64 -0.62 -2.72 -0.26
C 2.78 0.00 -3.54 -0.12
C 2.42 0.71 -4.85 -0.15
C 1.91 -0.16 -6.00 -0.15
N 0.51 -0.54 -5.82 0.10
C -0.19 -1.19 -6.74 -0.42
N 0.38 -1.62 -7.86 0.23
N -1.49 -1.42 -6.53 0.22
C 0.50 0.38 -2.52 -0.58
O -0.44 0.48 -3.28 0.10
O 0.64 1.12 -1.43 -0.19
H 3.10 -0.76 -1.26 0.08
H 2.07 -2.02 -1.26 0.10
H 1.23 -1.49 -3.22 0.16
H 3.51 -0.79 -3.75 0.14
H 3.29 0.73 -2.91 0.11
H 3.33 1.19 -5.20 0.13
H 1.70 1.52 -4.67 0.13
H 2.54 -1.05 -6.09 0.14
H 2.01 0.42 -6.92 0.14
H 0.02 -0.18 -5.01 0.11
H 1.34 -1.40 -8.08 0.12
H -0.16 -2.09 -8.57 0.14
H -1.94 -1.07 -5.70 0.13
H -2.06 -1.86 -7.22 0.14
O -0.39 -1.60 -0.88 -0.28
N -1.67 -1.64 -1.10 0.09
N -2.27 -0.78 -0.41 -0.15
O -1.59 -0.01 0.41 -0.20
C -3.70 -0.59 -0.51 -0.16
C -4.47 -1.52 -1.19 -0.01
C -5.83 -1.30 -1.27 -0.04
C -6.40 -0.17 -0.69 -0.04
C -5.61 0.74 -0.01 -0.04
C -4.24 0.54 0.09 0.00
H -4.02 -2.40 -1.63 0.11
H -6.46 -2.01 -1.79 0.12
H -7.47 -0.01 -0.76 0.12
H -6.05 1.62 0.44 0.12
H -3.61 1.24 0.61 0.11
```

Calculated values
- relative energy (zero: lowest compared OMol25 entry of this formula, charge and spin) (kJ/mol) = 1.90
- charge = +3
- HOMO level (alpha / beta) (eV) = -15.8 / -15.8
- spin multiplicity = 2
- orbital gap (alpha / beta) (Ha) = 0.3027 / 0.1763
- expectation value of S² = 0.756



Quick rundown of calculated total energy, same order as above: -4582.45555; -5421.48025; -7872.16643; -1424.82608; -2002.04669; -2229.20061 Eh